Entry 1:
{
  "formula": "C33H40F9O31S",
  "method": "ωB97M-V/def2-TZVPD",
  "orbital_gap_ev": 7.7,
  "spin_multiplicity": 1,
  "charge": -1,
  "elements": ["H", "C", "H", "O", "O", "O", "O", "H", "O", "O", "O", "C", "F", "O", "C", "F", "H", "H", "H", "C", "H", "H", "H", "O", "C", "H", "O", "C", "H", "O", "H", "O", "H", "H", "C", "H", "O", "C", "O", "F", "H", "C", "H", "C", "O", "O", "H", "C", "H", "H", "C", "C", "C", "C", "H", "O", "F", "H", "H", "H", "C", "H", "C", "O", "C", "C", "H", "O", "H", "H", "F", "H", "H", "O", "C", "O", "H", "C", "F", "C", "C", "C", "C", "O", "C", "S", "C", "O", "F", "O", "F", "H", "C", "C", "O", "H", "H", "O", "F", "O", "C", "O", "H", "C", "C", "O", "C", "H", "H", "O", "H", "O", "H", "H"],
  "coordinates": [[-3.138, 1.040, -7.871], [1.436, 4.921, 6.850], [-5.931, 1.740, -0.241], [5.087, -1.867, -0.016], [-9.076, 2.425, -0.046], [-3.088, 0.590, 1.178], [-2.168, 2.868, -9.795], [-7.902, 2.064, -1.686], [4.692, -9.012, -0.076], [1.596, 2.661, 7.151], [1.237, 0.805, 1.822], [0.701, 3.929, 2.268], [-8.512, 0.378, -0.815], [-2.089, -3.234, 2.570], [0.173, 5.780, 0.612], [3.593, -4.671, 3.519], [2.866, -7.351, 2.462], [-1.493, 4.002, -0.385], [6.196, -11.750, -0.826], [5.873, -2.830, -0.686], [1.293, -0.111, -0.012], [-1.169, 4.932, 2.071], [-1.725, 3.058, -7.769], [6.569, -10.115, 0.398], [-3.136, 2.166, -10.425], [1.599, 3.845, 1.654], [-1.888, 2.696, 1.172], [3.431, -6.528, 2.033], [-2.615, -1.206, 2.483], [3.225, -4.375, 1.309], [2.427, 3.950, 8.546], [3.162, -0.270, 2.122], [-1.830, 6.337, -0.054], [-1.991, 0.760, -3.158], [-3.573, 1.975, -8.231], [4.924, -9.927, -1.894], [-1.545, 1.041, -0.623], [-3.391, 2.098, -4.196], [-4.091, 1.777, -9.533], [-5.302, -2.215, 3.294], [7.551, -1.585, -1.227], [0.980, 5.402, -0.638], [1.996, 5.103, -0.380], [-0.924, 6.816, 0.321], [-3.153, 1.914, -11.582], [3.254, -6.488, 0.613], [1.855, -5.111, 2.648], [-8.074, 1.657, -0.688], [-6.937, 1.028, 1.038], [5.217, -3.577, -1.134], [-8.442, 3.370, 0.713], [5.916, -8.933, 0.513], [2.312, 3.852, 7.469], [-2.639, -4.258, 3.243], [-3.575, -2.290, 1.467], [4.051, 0.007, -0.720], [3.416, -10.708, -0.849], [0.646, 5.298, 7.503], [1.076, 6.282, -1.280], [0.509, 4.630, -1.245], [2.507, 0.903, 2.289], [6.879, -2.498, -2.604], [-0.388, 4.576, 1.390], [-1.392, 1.372, -5.037], [0.807, 2.912, 6.070], [6.640, -1.981, -1.679], [-1.162, 7.352, 1.241], [-2.518, 3.205, -4.470], [-3.061, 4.071, -8.367], [5.189, -11.637, 0.639], [-4.586, 2.332, -7.401], [-3.925, 2.243, -3.260], [1.835, -1.805, 2.490], [2.966, 1.875, 2.797], [-4.009, -2.509, 3.571], [-7.135, 3.079, 0.830], [-0.170, 2.911, 0.057], [-2.579, 3.095, -8.441], [2.159, 5.975, 6.394], [1.142, -0.371, 1.035], [-3.073, -2.190, 2.429], [5.668, -11.073, -0.162], [-0.972, 3.531, 0.457], [-0.526, 3.402, -5.497], [-2.420, 0.942, -4.146], [-2.584, 1.586, 0.253], [4.873, -0.828, -0.873], [-2.124, -5.313, 3.431], [-0.076, -0.930, 1.189], [-3.642, 2.234, -0.517], [-2.962, -0.207, -4.629], [-3.742, -2.041, 4.520], [3.231, -5.198, 0.227], [-1.392, 2.730, -5.036], [5.722, -0.913, -1.927], [0.394, 2.971, 2.669], [-4.095, 1.990, -5.022], [-8.984, 4.314, 1.185], [6.690, -3.441, 0.209], [-3.876, -3.918, 3.702], [4.663, -10.184, -0.866], [0.167, 2.102, 5.499], [2.694, -1.908, 0.932], [2.224, -1.236, 1.643], [-6.900, 1.785, 0.253], [3.214, -4.822, -0.900], [2.927, -5.163, 2.450], [3.292, 3.834, 6.990], [-0.566, 7.541, -0.412], [6.346, -7.969, 1.048], [4.491, -6.645, 2.260], [0.855, 4.243, 5.762], [0.880, 6.260, 1.299], [0.944, 4.631, 3.070]],
  "forces_ev_per_a": [[-0.0656, 0.0114, 0.1161], [0.1026, -0.0697, -0.1421], [0.1232, 0.2886, 0.1380], [-0.1403, -0.1052, -0.1421], [0.0783, 0.1667, -0.1973], [-0.0838, 0.4222, 0.5355], [-0.0557, -0.0323, 0.0113], [-0.0104, -0.1070, -0.0519], [0.1697, 0.0013, -0.1851], [-0.0011, 0.0688, 0.0081], [0.1754, 0.1407, -0.2238], [-0.1794, 1.0456, -0.5373], [-0.0339, -0.0066, 0.0427], [-0.0498, -0.0870, 0.0604], [0.0184, 0.1177, 0.2210], [0.0814, 0.0285, -0.0309], [-0.0920, 0.0026, -0.1464], [-0.0930, -0.0672, 0.0272], [0.1164, 0.0986, 0.0061], [0.0364, 0.0490, 0.0435], [-0.1398, -0.0337, -0.0210], [-0.1855, 0.0277, -0.2244], [0.0958, -0.0396, -0.1413], [-0.0255, -0.0013, -0.0443], [-0.0143, 0.0986, -0.0196], [0.0897, -0.4294, 0.1353], [0.0844, 0.0380, 0.0343], [0.0273, -0.1625, 0.1032], [0.1199, -0.0778, -0.0538], [-0.2091, -0.0730, -0.0840], [-0.0946, -0.1018, 0.0098], [-0.0331, 0.0953, 0.0976], [-0.0328, 0.0842, -0.0710], [-0.0699, -0.0964, 0.0092], [-0.0679, 0.0798, -0.0711], [-0.1051, -0.0436, -0.0413], [0.1162, 0.4983, 0.0998], [-0.2346, 0.0315, 0.2030], [0.1721, -0.1983, 0.0101], [-0.0140, -0.0775, -0.0344], [-0.0072, -0.0491, 0.0686], [-0.0576, 0.3730, -0.0414], [-0.0611, -0.2621, -0.0183], [0.3162, -0.2873, 0.0069], [-0.0388, 0.0337, -0.0128], [-0.0561, 0.1023, -0.0065], [0.0112, 0.0442, 0.0929], [-0.0885, -0.0431, 0.1690], [-0.0956, -0.0416, -0.0359], [0.0410, -0.0710, 0.0536], [0.0276, -0.0170, 0.1103], [-0.0469, 0.0038, 0.1132], [0.0774, -0.0242, 0.1207], [-0.0630, 0.1128, -0.1232], [-0.0615, 0.0070, 0.0226], [0.0203, 0.0859, -0.1015], [-0.0055, 0.0157, 0.0642], [0.0460, 0.1124, -0.0028], [0.0504, -0.0110, 0.0104], [0.0337, -0.0569, 0.0278], [-0.1979, -0.1247, 0.1875], [-0.1213, 0.0731, -0.0622], [0.2199, -0.4576, 0.5001], [0.0635, 0.0813, 0.1583], [0.1079, -0.0892, -0.1218], [0.0708, -0.0156, -0.0892], [-0.1842, -0.0156, -0.0226], [0.0215, -0.0429, -0.0292], [-0.1094, -0.0503, 0.0502], [-0.0861, 0.0147, -0.0324], [-0.0437, 0.0397, -0.0474], [0.2215, 0.1665, 0.1019], [-0.1293, 0.0192, -0.0330], [0.1663, -0.1426, 0.0233], [-0.0300, -0.0366, -0.1236], [-0.0685, -0.0270, -0.0503], [-0.0399, -0.0618, -0.0538], [0.2028, 0.0655, 0.1385], [0.0039, -0.0105, -0.0334], [-0.0629, -0.0268, 0.0975], [0.1079, 0.2651, -0.0301], [0.0707, -0.1088, -0.0304], [-0.0168, 0.4219, -0.1684], [-0.0374, -0.0096, -0.1268], [0.0771, -0.0670, 0.2246], [-0.3291, -1.7293, -1.1738], [-0.0388, -0.0178, 0.0901], [0.0266, -0.0929, -0.0220], [-0.0437, 0.0012, 0.1398], [0.0262, 0.4553, 0.1372], [0.0140, 0.0466, -0.1422], [-0.1002, 0.0590, 0.0025], [0.0382, -0.0250, 0.0317], [-0.0964, 0.0150, -0.0265], [0.0423, -0.0084, 0.0464], [0.0557, -0.0295, 0.0484], [0.0352, -0.0996, -0.0190], [-0.0290, -0.0369, 0.0343], [0.0189, 0.0574, 0.0223], [0.1857, 0.0209, 0.2060], [-0.0559, 0.0070, 0.1115], [0.0050, 0.0005, -0.0087], [0.1428, 0.1226, 0.0258], [0.1797, -0.1611, -0.1308], [0.2884, -0.1400, -0.0998], [0.1449, 0.0148, -0.0176], [0.0356, -0.0005, 0.0113], [-0.0157, 0.0837, -0.0497], [-0.1331, 0.0593, -0.0220], [-0.0317, -0.0261, 0.0599], [0.0037, 0.0846, 0.0322], [-0.2295, -0.0063, 0.1940], [0.0021, 0.0809, -0.0504], [0.0340, -0.2088, 0.1749]]
}

Entry 2:
{
  "formula": "C33H41ClN4O10",
  "method": "ωB97M-V/def2-TZVPD",
  "smiles": "NC(N)(N)Cc1cc(Cl)cc2c1C(=O)N(Cc1ccccc1)C2=O.O=C1CCCO1.O=C1CCCO1.O=C1CCCO1.O=C1CCCO1",
  "orbital_gap_ev": 7.2,
  "spin_multiplicity": 1,
  "elements": ["O", "H", "C", "C", "H", "H", "C", "C", "C", "H", "H", "C", "H", "C", "H", "C", "H", "C", "O", "H", "N", "C", "O", "C", "C", "C", "C", "H", "C", "O", "H", "C", "N", "C", "H", "H", "C", "H", "C", "H", "C", "C", "H", "N", "H", "H", "H", "C", "H", "C", "H", "H", "Cl", "C", "C", "C", "H", "H", "H", "C", "H", "H", "O", "H", "C", "C", "O", "O", "H", "C", "H", "H", "H", "H", "O", "C", "H", "O", "C", "H", "C", "H", "H", "H", "H", "N", "H", "O", "H"],
  "coordinates": [[0.294, 5.545, 0.241], [-1.638, 1.169, 2.248], [1.595, 2.576, -8.679], [-0.264, -4.018, 5.589], [-1.495, 0.013, -1.382], [2.339, 3.330, -8.399], [-0.239, -1.481, 2.340], [2.421, -4.633, 6.476], [-1.334, 6.812, -0.847], [-6.551, -3.492, 1.242], [-4.002, -5.064, 0.742], [-0.778, 1.411, 0.035], [0.078, 3.667, -7.553], [2.590, 2.800, -3.329], [4.644, 1.541, -1.312], [0.488, -6.675, 6.571], [4.684, 0.953, -3.604], [1.312, -3.551, 5.868], [-7.679, -6.116, 1.316], [-0.074, 8.564, -0.713], [-1.473, -3.290, 3.430], [0.360, 2.645, -7.820], [-2.955, -1.505, 2.237], [-0.923, 5.407, -0.491], [2.001, 0.166, 1.744], [0.869, 6.744, -0.067], [-0.615, 1.268, 1.689], [-6.084, -4.501, -0.172], [-4.727, -5.063, 2.757], [2.061, -0.229, -6.727], [-0.730, 4.793, -1.377], [2.057, -6.191, 6.841], [0.427, 2.072, -0.618], [1.696, 0.816, -7.240], [2.377, 1.251, 1.464], [-1.889, 7.258, -0.012], [3.030, -1.133, 1.965], [0.641, 2.972, -0.135], [0.798, -2.737, 2.524], [0.382, 7.417, -2.023], [-6.028, -4.394, 0.914], [4.795, 2.029, -3.418], [-4.956, -4.334, 3.541], [-2.036, 2.154, -0.357], [-0.486, 2.188, -8.349], [-1.017, -1.856, 5.127], [-2.830, 1.466, -0.344], [0.374, -0.016, 1.935], [-0.067, 2.218, 2.130], [4.384, 2.347, -2.004], [-1.699, -6.016, 5.771], [0.054, -0.377, -0.813], [4.864, -0.952, 1.752], [-1.766, -2.008, 2.622], [3.782, 2.789, -4.236], [-0.010, 7.514, -1.006], [4.100, 3.819, -4.422], [1.249, 2.370, -5.863], [3.528, -4.261, 6.653], [-6.620, -5.584, 1.606], [2.786, -6.990, 7.291], [-1.967, 6.863, -1.737], [0.002, -5.279, 2.639], [-2.443, -3.062, 5.452], [-1.387, -2.965, 4.935], [-4.601, -4.423, 1.400], [1.448, 3.071, -3.664], [-5.823, -5.970, 2.645], [1.361, 2.687, -9.742], [-0.609, -5.593, 5.967], [-4.129, -3.437, 1.431], [-0.137, 1.280, -6.218], [-1.672, 4.907, 0.130], [3.559, 2.277, -5.175], [1.960, 7.108, 0.339], [0.733, 1.792, -6.635], [1.257, 1.441, -0.655], [2.966, 2.503, -2.051], [-0.215, -3.981, 2.861], [4.826, 3.281, -1.643], [2.428, -2.640, 2.370], [1.658, -2.444, 5.604], [-1.895, 2.391, -1.384], [5.830, 2.304, -3.638], [0.213, -7.789, 6.811], [-0.881, -0.017, -0.515], [3.098, -3.588, 2.531], [2.148, 1.282, -8.441], [-3.823, -5.611, 3.036]],
  "forces_ev_per_a": [[0.7071, 0.5370, 0.2066], [1.9609, -0.1903, -1.2301], [0.0269, 0.5332, -0.5102], [3.1484, -2.5478, 1.9269], [1.2707, 0.0299, 1.3998], [-0.0295, -0.0537, -0.0196], [3.9242, 0.4248, -0.7231], [-3.0091, -1.2604, -0.4360], [-0.7792, 0.3704, -0.2355], [-0.0826, -0.0947, -0.1124], [-0.0563, 0.0728, 0.1360], [0.5478, -1.1524, -0.4214], [0.0719, -0.1138, -0.1025], [-1.9445, 0.7076, -0.4675], [-0.2348, 0.1907, 0.0196], [1.6214, 4.3660, -0.8903], [0.0479, 0.1769, 0.0369], [-1.2914, -3.6490, 0.6346], [1.7803, 0.4483, 0.7997], [0.3696, -0.1476, -0.1896], [-0.4531, 0.2620, -0.9309], [-0.7681, 0.5232, -0.0327], [7.8834, -3.4085, 2.9813], [-0.7752, -0.5345, -0.1690], [-1.7277, -3.3848, 1.0846], [2.1344, 0.5275, 0.5308], [1.0664, -0.1265, -0.0265], [-0.3619, 0.0959, 0.2242], [0.6790, 0.1343, 0.4276], [-0.2361, 1.5225, -1.2239], [0.0287, 0.0090, 0.0808], [-4.0188, 2.8657, -1.8256], [-1.2807, -0.1917, 1.3472], [0.6718, -1.6665, 1.0287], [-0.5934, -2.6375, 0.7289], [0.0487, -0.0908, -0.1437], [-4.2069, -0.8828, 0.4954], [0.0740, -1.0647, -0.5506], [0.0724, 2.8086, -0.7517], [0.0942, 0.1010, 0.1120], [0.4084, 0.0880, -0.3393], [0.7733, -0.4540, -0.3650], [0.0069, -0.0296, -0.0473], [0.9707, -0.9558, -0.8976], [0.1320, 0.1189, 0.0351], [-0.5046, -2.2622, -0.5188], [1.0186, 0.8401, 0.2539], [1.6249, -2.4656, 0.5446], [-1.1347, -1.8574, -1.0355], [0.6649, -0.0803, 0.5141], [2.5248, 1.1208, 0.4293], [-1.0970, 0.4544, 0.3741], [-2.9133, -0.1817, 0.3335], [-2.0631, 1.8775, -1.6610], [0.3104, -0.3352, -0.2266], [-0.4625, 0.3257, 0.0093], [-0.1488, -0.0395, -0.0795], [-0.1635, -0.1598, 0.0917], [-2.6143, -0.7896, -0.4293], [-2.0141, -0.8128, -0.3187], [-1.3622, 2.0297, -1.0376], [0.0533, -0.0915, 0.1501], [-1.8982, 8.6557, 1.6231], [2.2030, -0.0850, -1.2257], [1.0778, -0.7185, 1.1940], [0.7524, 0.5340, -0.4258], [1.6252, -0.4652, 0.9359], [-0.7408, -0.2071, -0.5099], [0.2513, -0.1598, 0.1360], [2.8384, 0.5580, 0.4490], [-0.0432, -0.2177, 0.0979], [0.3923, 0.0017, 0.2383], [0.3501, -0.0948, -0.0617], [-0.1200, 0.3315, 0.0577], [-1.7370, -1.0167, -0.3277], [-0.4206, 0.1178, -0.1257], [-1.0986, 0.9244, 0.2430], [-0.6473, 0.1095, -0.5530], [2.3028, -3.6426, -0.9565], [-0.0701, -0.0600, -0.0049], [-2.8847, 3.4972, -0.8345], [-0.8103, -2.7016, 0.6787], [-0.1297, -0.3412, 1.6613], [-0.1353, -0.0591, 0.1159], [0.3516, 2.5284, -0.6034], [-0.1451, 1.1065, -0.9617], [-1.4112, 2.2216, -0.3866], [0.0299, -0.6431, 0.4898], [-0.2737, -0.0232, 0.0676]]
}